C6H6 in the gas phase at a distorted geometry, computed with wB97M-V/def2-TZVPD.

Structure (XYZ):
```
12
C6H6, DFT wB97M-V/def2-TZVPD
C -1.699 2.284 0.801
C -0.790 1.497 0.752
C 0.297 0.520 0.641
C 0.305 -0.181 -0.741
C 0.980 -1.478 -0.726
C 1.101 -2.672 -0.632
H -2.512 2.976 0.834
H 0.218 -0.221 1.445
H 1.255 1.033 0.805
H -0.667 -0.567 -1.067
H 0.602 0.527 -1.518
H 0.909 -3.717 -0.593
```

Values from the calculation:
E_HOMO = -10.00 eV
frontier orbital gap = 10.95 eV
SMILES = C#CCCC#C
net charge = 0
energy above the lowest of the compared OMol25 structures with the same formula, charge and spin = 95.7 kcal/mol
LUMO energy = 0.948 eV
total energy = -232.073860 hartree
maximum force = 1.01 eV/A